{
  "formula": "C44H112CrF10N3O26S6",
  "method": "ωB97M-V with the def2-TZVPD basis set",
  "charge": -1,
  "homo_ev": [-6.86, -8.16],
  "s_squared": 6.009,
  "spin_multiplicity": 5,
  "homo_lumo_gap_ev": [7.9, 9.5],
  "largest_force_ha_per_bohr": 0.1814,
  "e_tot_ha": -8296.2762,
  "species": ["Cr", "N", "S", "O", "O", "F", "S", "O", "O", "F", "N", "S", "O", "O", "F", "S", "O", "O", "F", "C", "F", "F", "F", "S", "O", "O", "N", "S", "O", "O", "C", "F", "F", "F", "C", "C", "C", "O", "H", "H", "H", "H", "H", "H", "H", "H", "C", "C", "C", "O", "H", "H", "H", "H", "H", "H", "H", "H", "C", "C", "C", "O", "H", "H", "H", "H", "H", "H", "H", "H", "C", "C", "C", "O", "H", "H", "H", "H", "H", "H", "H", "H", "C", "C", "C", "O", "H", "H", "H", "H", "H", "H", "H", "H", "C", "C", "C", "O", "H", "H", "H", "H", "H", "H", "H", "H", "C", "C", "C", "O", "H", "H", "H", "H", "H", "H", "H", "H", "C", "C", "C", "O", "H", "H", "H", "H", "H", "H", "H", "H", "C", "C", "C", "O", "H", "H", "H", "H", "H", "H", "H", "H", "C", "C", "C", "O", "H", "H", "H", "H", "H", "H", "H", "H", "C", "C", "C", "O", "H", "H", "H", "H", "H", "H", "H", "H", "C", "C", "C", "O", "H", "H", "H", "H", "H", "H", "H", "H", "C", "C", "C", "O", "H", "H", "H", "H", "H", "H", "H", "H", "C", "C", "C", "O", "H", "H", "H", "H", "H", "H", "H", "H"],
  "positions_angstrom": [[-9.74, -21.57, -20.90], [-9.32, -20.85, -19.14], [-9.93, -20.62, -17.71], [-10.35, -19.26, -17.27], [-9.63, -21.65, -16.67], [-11.34, -21.15, -18.16], [-7.93, -19.89, -18.53], [-7.16, -20.41, -17.43], [-8.02, -18.45, -18.64], [-6.88, -20.19, -19.74], [-9.13, -21.01, -22.69], [-9.44, -21.66, -24.34], [-8.38, -22.10, -25.16], [-10.65, -21.16, -24.94], [-9.94, -23.07, -23.75], [-8.31, -19.86, -23.33], [-8.99, -18.84, -24.08], [-6.92, -20.11, -23.67], [-8.11, -19.19, -21.89], [-13.94, -22.48, -20.28], [-13.68, -22.64, -18.97], [-15.12, -23.05, -20.61], [-13.97, -21.16, -20.55], [-12.53, -23.28, -21.47], [-12.92, -24.62, -21.90], [-12.45, -22.37, -22.59], [-10.98, -23.05, -20.60], [-11.04, -24.36, -19.69], [-9.98, -24.12, -18.71], [-12.31, -24.81, -19.15], [-10.40, -25.81, -20.81], [-9.16, -26.10, -20.32], [-11.17, -26.85, -20.71], [-10.29, -25.42, -22.09], [-6.48, -28.47, -19.59], [-5.18, -27.74, -19.79], [-4.74, -27.58, -21.24], [-5.32, -26.47, -19.20], [-6.58, -28.64, -18.51], [-6.38, -29.51, -19.89], [-7.32, -27.90, -20.00], [-4.35, -28.18, -19.25], [-5.53, -27.14, -21.84], [-4.51, -28.55, -21.67], [-3.84, -26.97, -21.32], [-4.40, -26.22, -19.07], [-12.21, -24.59, -25.67], [-11.32, -25.81, -25.18], [-12.12, -27.00, -24.57], [-10.57, -26.30, -26.37], [-13.00, -24.85, -26.38], [-11.58, -23.88, -26.20], [-12.67, -24.05, -24.84], [-10.53, -25.58, -24.47], [-12.92, -27.39, -25.20], [-12.46, -26.62, -23.61], [-11.48, -27.84, -24.30], [-11.17, -26.56, -27.07], [-15.74, -26.40, -23.43], [-16.59, -25.15, -23.52], [-15.75, -23.97, -24.12], [-17.57, -25.47, -24.46], [-16.32, -27.32, -23.46], [-15.28, -26.49, -22.45], [-15.02, -26.42, -24.25], [-17.13, -24.83, -22.63], [-16.44, -23.13, -24.16], [-15.34, -24.19, -25.11], [-14.97, -23.55, -23.50], [-17.91, -26.35, -24.29], [-11.97, -24.30, -15.09], [-12.65, -25.46, -15.71], [-11.72, -26.45, -16.43], [-13.38, -26.17, -14.71], [-11.04, -24.57, -14.58], [-12.68, -23.74, -14.49], [-11.70, -23.60, -15.88], [-13.39, -25.09, -16.43], [-12.06, -27.42, -16.78], [-10.91, -26.80, -15.80], [-11.26, -25.95, -17.28], [-14.25, -26.43, -15.02], [-7.31, -25.34, -16.57], [-6.83, -24.07, -17.20], [-5.37, -23.83, -16.94], [-6.95, -24.15, -18.56], [-6.68, -26.17, -16.88], [-8.38, -25.49, -16.74], [-7.30, -25.24, -15.49], [-7.44, -23.22, -16.88], [-4.75, -24.58, -17.43], [-5.02, -23.88, -15.90], [-4.92, -22.93, -17.35], [-6.59, -24.99, -18.85], [-17.40, -21.37, -21.36], [-18.73, -20.78, -21.74], [-18.73, -19.82, -23.01], [-19.62, -21.86, -21.83], [-16.98, -21.96, -22.18], [-17.44, -22.02, -20.48], [-16.75, -20.55, -21.05], [-19.19, -20.19, -20.95], [-18.69, -20.38, -23.94], [-17.92, -19.10, -22.90], [-19.64, -19.23, -22.95], [-19.37, -22.45, -22.54], [-11.50, -31.00, -18.84], [-10.22, -30.29, -19.21], [-10.07, -28.98, -18.40], [-9.14, -31.13, -18.84], [-12.39, -30.40, -19.06], [-11.53, -31.27, -17.79], [-11.56, -31.86, -19.50], [-10.13, -30.10, -20.28], [-10.96, -28.37, -18.58], [-9.35, -28.23, -18.73], [-9.87, -29.20, -17.35], [-9.33, -31.64, -18.05], [-11.18, -17.71, -21.78], [-11.25, -18.76, -20.63], [-12.46, -18.68, -19.79], [-11.34, -20.04, -21.20], [-11.97, -17.91, -22.50], [-10.24, -17.77, -22.32], [-11.29, -16.71, -21.36], [-10.31, -18.63, -20.09], [-13.37, -18.74, -20.39], [-12.51, -17.74, -19.23], [-12.58, -19.51, -19.10], [-12.13, -19.96, -21.73], [-8.69, -27.88, -23.06], [-8.33, -29.03, -24.05], [-6.82, -29.13, -24.24], [-8.80, -30.29, -23.53], [-9.77, -27.82, -22.96], [-8.25, -26.95, -23.44], [-8.36, -28.03, -22.03], [-8.83, -28.94, -25.01], [-6.35, -28.19, -24.57], [-6.64, -29.95, -24.93], [-6.35, -29.35, -23.29], [-8.31, -30.60, -22.77], [-5.45, -22.84, -20.98], [-6.81, -23.05, -21.64], [-6.95, -24.48, -22.15], [-7.92, -22.78, -20.77], [-5.19, -23.62, -20.26], [-5.42, -21.96, -20.35], [-4.68, -22.83, -21.75], [-7.00, -22.48, -22.55], [-7.87, -24.52, -22.71], [-6.95, -25.21, -21.33], [-6.14, -24.78, -22.81], [-7.71, -23.27, -19.97], [-16.57, -23.68, -17.10], [-16.93, -22.27, -16.62], [-15.68, -21.44, -16.30], [-17.59, -21.57, -17.66], [-16.30, -23.72, -18.16], [-17.41, -24.38, -17.04], [-15.71, -24.04, -16.53], [-17.59, -22.46, -15.78], [-16.01, -20.48, -15.92], [-14.93, -21.37, -17.09], [-15.18, -21.92, -15.46], [-18.23, -22.19, -18.02], [-14.64, -27.02, -19.16], [-15.88, -28.01, -19.18], [-15.52, -29.38, -18.54], [-16.85, -27.41, -18.44], [-14.88, -26.17, -19.79], [-13.69, -27.47, -19.44], [-14.44, -26.69, -18.14], [-16.27, -28.23, -20.17], [-14.73, -29.93, -19.06], [-16.42, -29.99, -18.46], [-15.01, -29.22, -17.59], [-17.54, -28.05, -18.24], [-15.60, -20.11, -24.63], [-14.17, -19.93, -24.27], [-13.49, -18.85, -25.18], [-13.99, -19.52, -22.95], [-16.05, -20.72, -23.85], [-15.76, -20.54, -25.62], [-16.09, -19.14, -24.64], [-13.67, -20.89, -24.40], [-12.48, -18.78, -24.78], [-13.92, -17.85, -25.09], [-13.41, -19.08, -26.24], [-13.98, -18.56, -22.96], [-17.01, -16.69, -18.20], [-17.23, -18.13, -18.62], [-16.00, -18.78, -19.09], [-17.53, -18.80, -17.38], [-17.96, -16.40, -17.74], [-16.80, -16.09, -19.09], [-16.24, -16.54, -17.44], [-18.10, -18.20, -19.27], [-15.91, -19.85, -18.88], [-15.10, -18.32, -18.68], [-15.84, -18.65, -20.16], [-17.68, -19.72, -17.62]]
}